No. 1
Here is an isolated molecule of C3H6N2 from the Open Molecules 2025 dataset. Energies are from ωB97M-V/def2-TZVPD.

```
11
Properties=species:S:1:pos:R:3:forces:R:3:mulliken_charge:R:1
N -1.1741 -0.9204 0.1560 0.810 -1.825 -0.301 -0.6034
N -1.3930 2.1244 0.2079 0.490 -0.229 -0.262 -0.4441
C -0.7415 1.2337 -0.1309 0.005 1.586 -0.058 0.1953
C -0.0967 -0.0410 -0.4325 -0.251 0.341 0.248 0.4036
C 1.3987 -0.0835 0.1106 -0.549 -0.183 0.179 -1.1626
H -1.3154 -0.9460 1.1696 0.627 0.507 -0.671 0.2439
H 0.0336 -0.1507 -1.5376 -0.754 -0.261 0.868 0.1812
H 1.4232 0.0838 1.1890 -0.086 -0.182 -0.012 0.3125
H 2.0724 0.6954 -0.3166 -1.036 -0.290 -0.059 0.3223
H -2.0999 -0.9615 -0.2930 1.175 0.503 -0.052 0.2513
H 1.8926 -1.0341 -0.1227 -0.431 0.034 0.122 0.2999
```
Forces are in eV/Å.

Calculated values
- 2S+1 = 1
- E_HOMO (eV) = -9.48
- SMILES = C[C@@H](N)C#N
- HOMO-LUMO gap (eV) = 10.35
- energy relative to the best compared isomer or geometry (same formula, charge and spin) (eV) = 1.207

=====

No. 2
Here is a structure of composition C15H29AuN3O5S from the Open Molecules 2025 dataset. Energies are from ωB97M-V/def2-TZVPD.

```
54
Properties=species:S:1:pos:R:3:forces:R:3:mulliken_charge:R:1
Au -0.3460 0.6652 0.2030 0.590 0.058 0.512 0.8644
S 1.0919 2.0544 1.6781 -0.003 -0.281 -0.306 -0.4238
O 0.9944 0.8757 -1.4327 -0.283 0.126 -0.212 -0.6929
O -1.1327 -0.3558 1.8556 -0.399 0.270 -0.133 -0.6361
O 3.2296 0.8460 -1.6442 -0.191 -0.080 0.102 -0.5657
O -1.1626 -2.4160 2.7175 -0.004 0.199 -0.014 -0.5983
O -1.4608 -0.9675 -1.1928 0.053 0.072 0.031 -0.5115
N 1.1608 -1.5549 0.1353 0.288 -0.397 -0.175 0.1999
N -1.0975 3.4679 2.1686 -0.177 0.121 0.020 0.2535
N 0.9048 4.6028 2.3152 -0.102 0.076 -0.002 0.0477
C 0.9579 6.4040 -0.3131 0.184 0.039 0.047 -0.9895
C 2.3490 4.8081 2.1977 0.246 0.137 0.053 -0.7081
C 2.1821 0.4565 -1.2138 0.139 -0.155 0.153 0.6115
C -3.1264 4.1006 3.4439 0.192 0.009 0.179 -0.8485
C -1.7995 2.6990 5.1704 -0.095 0.144 -0.002 -0.9808
C -0.9722 -2.2901 -0.9528 0.137 0.022 0.089 -0.6655
C 2.4296 6.3206 0.1014 -0.183 -0.003 0.134 -0.3318
C 0.8160 -1.8876 1.4848 -0.582 0.183 0.608 -0.4611
C 0.2244 3.4954 2.0753 -0.015 -0.078 -0.057 0.5994
C 2.3375 -0.8414 -0.2018 0.160 0.502 -0.130 -0.6484
C 0.5565 -2.3399 -0.9402 -0.387 0.159 -0.240 -0.5891
C -2.7227 3.8899 4.9095 0.021 -0.136 -0.172 -0.3742
C -0.6688 -1.5339 2.0670 0.489 -0.402 -0.178 0.5522
C -1.9993 4.5656 2.5210 -0.192 0.001 0.046 -0.6805
C 2.6691 6.1816 1.6123 -0.138 -0.101 -0.268 -0.8398
H 2.9047 5.4859 -0.4200 0.075 0.026 0.003 0.2843
H 3.7197 6.3846 1.8225 0.000 -0.016 0.059 0.3575
H -2.2413 1.7738 4.7946 0.045 -0.018 -0.016 0.2811
H -2.2583 4.8081 5.2807 -0.038 0.015 0.038 0.2789
H 2.0905 6.9471 2.1423 0.069 0.027 0.061 0.3787
H 2.9313 7.2297 -0.2328 0.043 -0.019 -0.008 0.3208
H 2.8411 -0.4642 0.6849 -0.029 -0.096 0.050 0.3880
H 0.4402 5.4562 -0.1713 -0.064 -0.041 0.001 0.1316
H -2.4177 4.9787 1.6009 0.060 0.072 0.013 0.2446
H -1.3895 -2.6022 0.0018 -0.056 -0.029 -0.022 0.3768
H 0.8580 -2.9699 1.6176 0.081 -0.012 -0.123 0.3066
H 2.7950 4.7120 3.1904 -0.028 -0.030 -0.016 0.2705
H 1.5014 -1.4016 2.1774 0.110 -0.007 -0.111 0.3746
H 0.8760 6.6669 -1.3673 -0.028 -0.019 0.004 0.3884
H -1.6354 2.5791 6.2408 -0.004 -0.031 -0.007 0.3845
H -0.8220 2.8283 4.7069 0.057 -0.041 -0.018 0.1386
H -1.5397 2.5711 2.0471 0.088 -0.149 0.074 0.1008
H -3.6396 3.7469 5.4835 0.004 0.064 0.025 0.3309
H 0.3863 5.4216 2.5931 -0.069 -0.004 -0.014 0.1733
H 3.0186 -1.4703 -0.7800 -0.082 -0.091 0.003 0.4841
H 2.7654 4.0212 1.5714 -0.054 -0.023 -0.034 0.4453
H 0.8808 -3.3816 -0.8479 0.036 0.013 0.119 0.4053
H -1.4488 5.3573 3.0304 0.033 0.000 -0.027 0.3564
H -1.2871 -0.7160 -2.1092 0.003 -0.003 -0.047 0.3657
H -1.3401 -2.9717 -1.7199 0.025 -0.004 -0.007 0.4160
H -3.5731 3.1845 3.0433 -0.038 0.020 -0.039 0.3775
H 0.9295 -1.9461 -1.8857 0.093 -0.035 0.027 0.4097
H 0.4389 7.1774 0.2597 -0.032 -0.021 -0.012 0.2860
H -3.8969 4.8720 3.4065 -0.046 -0.035 -0.060 0.3605
```
Forces are in eV/Å.

Calculated values
- 2S+1 = 3
- E_HOMO (spin up / spin down) (eV) = -11.85 / -12.49
- HOMO-LUMO gap (spin up / spin down) (eV) = 8.92 / 6.03
- net charge = +1

=====

No. 3
Here is a structure of composition C23H36BrIrN6OSSi from the Open Molecules 2025 dataset. Energies are from ωB97M-V/def2-TZVPD.

```
70
Properties=species:S:1:pos:R:3:forces:R:3:mulliken_charge:R:1
Ir 1.2855 -2.1668 -1.5542 -0.132 -0.364 0.037 1.3875
Br 0.7554 0.1250 -0.8988 -0.049 0.457 0.144 -0.1937
S -0.7441 -3.2443 -1.4000 -0.005 -0.102 0.153 -0.3720
Si -1.0565 2.0615 1.3706 0.209 -0.135 -0.219 -2.1379
O 0.8804 -2.3972 -3.6443 -0.118 0.068 -0.144 -0.8163
N 5.0656 -4.2105 -1.8172 -0.066 -0.003 -0.075 -0.6068
N 2.8410 -2.3587 0.3067 0.100 0.102 0.034 -0.2956
N 2.9608 -3.5150 -2.1065 0.223 0.062 -0.166 -0.3579
N 5.0488 -2.0301 1.9549 -0.062 -0.010 -0.049 -0.5246
N 4.5473 -4.6747 -2.9736 0.051 0.017 0.055 0.1452
N -0.3574 -2.7704 -3.9960 0.102 -0.042 0.026 0.4767
C 0.2829 2.0209 2.6909 0.065 -0.129 -0.003 2.7545
C 4.0481 -2.8181 -0.0372 -0.066 -0.051 -0.087 0.4599
C -1.2393 -3.1846 -3.0626 -0.085 -0.001 -0.137 0.6117
C 0.2566 0.7708 3.5847 -0.048 0.063 0.025 -1.4638
C -2.8422 -3.5348 -4.8192 0.020 0.040 -0.082 -0.1768
C 1.7183 2.1433 2.1450 -0.029 0.098 0.005 -1.4605
C 2.7360 -1.7460 1.4807 -0.045 -0.068 -0.037 -0.2643
C -2.0984 4.4681 0.7834 -0.004 -0.018 -0.015 -1.6383
C 0.2613 4.1768 -0.0402 -0.064 0.061 0.044 -1.8631
C -2.5592 0.9555 1.5692 -0.048 -0.005 -0.078 2.4429
C -3.5988 1.1037 0.4485 -0.004 -0.029 0.032 -2.0863
C -3.2265 1.3845 2.8997 -0.002 -0.003 -0.027 -1.6953
C -2.1551 -0.5314 1.6269 -0.042 0.011 0.103 -1.6500
C 5.1540 -2.6416 0.7827 0.032 -0.024 0.034 -0.2927
C -2.5131 -3.5714 -3.4840 0.070 -0.005 0.091 -0.7414
C -1.8947 -3.1030 -5.7494 -0.036 -0.023 0.024 -0.7456
C 3.8433 -1.5983 2.3043 0.026 0.011 0.085 -0.3641
C -0.0507 3.2676 3.5527 0.028 -0.036 0.005 -1.8783
C -0.6546 -2.7228 -5.3126 -0.023 0.016 0.065 -0.1815
C -1.0925 3.4748 0.1415 0.100 -0.020 -0.051 2.4078
C 4.0785 -3.5133 -1.3253 0.033 -0.047 0.216 0.2762
C 3.2977 -4.2622 -3.1471 -0.058 0.038 0.007 -0.1377
C -1.5943 3.0690 -1.2564 -0.066 0.046 0.011 -1.5303
H -2.1949 5.3247 0.1119 -0.009 0.007 -0.002 0.5219
H -2.5613 1.3486 3.7606 0.022 -0.029 0.008 0.3377
H -2.1142 -3.0611 -6.8059 -0.016 0.003 0.000 0.4270
H 1.7595 -1.3758 1.7585 0.003 0.019 -0.001 0.5102
H 0.6410 3.2876 4.3984 0.005 0.007 0.008 0.5192
H 0.4469 -0.1394 3.0165 0.008 -0.002 -0.006 -0.0922
H -0.6720 0.6402 4.1368 -0.032 -0.004 -0.034 0.3473
H 0.1459 -2.3661 -5.9426 -0.001 -0.002 0.001 0.4807
H 0.1203 4.9952 -0.7494 0.006 0.020 0.002 0.6111
H -4.0510 0.6960 3.0992 -0.020 0.003 0.003 0.5021
H -2.6257 2.7285 -1.2625 0.029 0.006 0.008 0.3715
H -3.8285 -3.8346 -5.1445 -0.002 -0.010 0.001 0.4340
H -1.5676 -0.7818 2.5070 0.012 0.016 0.004 0.3216
H -0.9708 2.3029 -1.7166 0.020 0.001 0.011 0.2415
H -1.7609 4.8513 1.7477 0.021 0.012 0.008 0.3514
H 0.0784 4.2002 3.0050 0.023 0.021 -0.015 0.3699
H -4.4742 0.5129 0.7281 -0.008 -0.017 -0.008 0.5876
H -3.2315 0.7194 -0.5034 0.019 0.013 0.000 0.3951
H 6.1305 -2.9980 0.4796 -0.003 -0.019 -0.002 0.4756
H -3.0730 -1.1227 1.6717 -0.008 -0.011 0.019 0.5258
H -3.2190 -3.9000 -2.7347 -0.005 -0.012 -0.005 0.4260
H -1.5419 3.9562 -1.8912 -0.018 0.011 -0.016 0.5498
H 0.6394 4.6169 0.8813 0.008 -0.011 0.018 0.4054
H -1.0618 3.2472 3.9667 -0.015 -0.020 0.013 0.3920
H 5.1067 -5.2610 -3.5761 0.000 -0.012 0.003 0.2001
H -3.9375 2.1285 0.3064 -0.008 0.000 0.020 0.4202
H -3.6503 2.3889 2.8381 0.000 0.014 -0.011 0.4001
H -3.0963 4.0456 0.9124 -0.007 -0.009 -0.020 0.3175
H -1.6072 -0.8431 0.7359 0.003 0.009 -0.017 0.2741
H 1.0539 0.8716 4.3246 -0.002 0.008 0.023 0.5737
H 1.9120 3.0827 1.6356 -0.032 -0.007 -0.014 0.3205
H 1.0213 3.5135 -0.4539 -0.008 -0.025 -0.005 0.3255
H 2.4011 2.0928 2.9965 0.015 0.016 0.009 0.5080
H 1.9720 1.3303 1.4643 -0.007 -0.027 0.008 0.2098
H 3.7514 -1.1164 3.2697 -0.007 0.012 -0.003 0.4262
H 2.6754 -4.5081 -3.9897 0.004 0.045 -0.035 0.5242
```
Forces are in eV/Å.

Calculated values
- 2S+1 = 5
- E_HOMO (spin up / spin down) (eV) = -13.72 / -14.53
- HOMO-LUMO gap (spin up / spin down) (eV) = 7.96 / 6.89
- net charge = +2
- energy relative to the best compared isomer or geometry (same formula, charge and spin) (eV) = 0.281

=====

No. 4
Here is a structure of composition C5H11N3 from the Open Molecules 2025 dataset. Energies are from ωB97M-V/def2-TZVPD.

```
19
Properties=species:S:1:pos:R:3:forces:R:3:mulliken_charge:R:1
N -1.8252 2.1038 1.0886 -0.270 -1.668 -0.377 -0.5480
N 1.5273 -1.5432 0.1795 -0.059 0.096 0.150 -0.9516
N 0.5751 0.9047 0.3236 -2.504 -0.631 0.335 -0.3572
C 0.5009 -0.8311 0.6830 -0.071 -2.158 -0.448 0.4190
C -0.8165 -1.2019 0.0388 -0.765 3.319 -0.419 -0.1554
C -1.1371 -2.1475 -0.8234 0.110 0.105 -0.092 -0.7977
C 1.3907 1.1398 -0.8593 -0.281 0.526 -0.156 -1.0428
C -1.1954 1.5090 0.2004 3.422 1.809 0.200 0.0650
H -0.4190 -2.8870 -1.1459 0.129 -0.141 0.288 0.3809
H -2.1077 -2.1504 -1.3015 -0.063 -0.012 0.094 0.2850
H 0.8179 0.8625 -1.7421 -0.060 0.129 -0.106 0.3224
H 1.8393 -2.2330 0.8612 0.526 0.700 0.144 0.1606
H -1.2570 1.7506 -0.8568 -0.110 -0.456 -0.095 0.3655
H -1.4946 -0.2560 0.1473 -0.079 -2.082 -0.005 0.1566
H 2.2793 0.5053 -0.8696 -0.152 -0.317 0.429 0.3994
H 0.9983 1.3063 1.1505 -0.143 0.230 0.075 0.3288
H 0.3514 -0.7961 1.7769 0.069 0.223 0.036 0.3418
H 1.7099 2.1856 -0.8987 -0.176 -0.089 -0.166 0.3508
H -1.7376 1.7788 2.0475 0.479 0.417 0.113 0.2772
```
Forces are in eV/Å.

Calculated values
- 2S+1 = 1
- E_HOMO (spin up / spin down) (eV) = -6.79 / -6.79
- HOMO-LUMO gap (spin up / spin down) (eV) = 6.54 / 6.54
- energy relative to the best compared isomer or geometry (same formula, charge and spin) (eV) = 6.304

=====

| no. | F_max (eV/Å) |
| --- | --- |
| 1 | 2.02 |
| 2 | 0.86 |
| 3 | 0.48 |
| 4 | 3.88 |